{
  "formula": "C21H22N2OS",
  "method": "the ωB97M-V functional and the def2-TZVPD basis",
  "elements": ["C", "C", "C", "C", "C", "C", "C", "H", "H", "C", "N", "C", "S", "N", "C", "C", "C", "C", "C", "C", "C", "H", "H", "H", "H", "H", "H", "H", "H", "C", "C", "C", "C", "C", "O", "H", "H", "H", "H", "H", "H", "H", "H", "H", "H", "H", "H"],
  "xyz": [[-3.964, 2.041, 0.825], [-2.652, 1.533, 0.310], [-2.546, 0.246, -0.205], [-1.344, -0.229, -0.692], [-0.209, 0.572, -0.668], [-0.310, 1.859, -0.159], [-1.517, 2.333, 0.321], [-1.574, 3.337, 0.716], [0.564, 2.494, -0.131], [1.104, 0.078, -1.219], [1.403, -1.306, -0.890], [1.093, -1.865, 0.302], [0.868, -3.499, 0.498], [0.901, -1.077, 1.397], [1.540, 0.110, 1.762], [2.810, 0.422, 1.288], [3.428, 1.600, 1.668], [2.787, 2.466, 2.535], [1.538, 2.137, 3.036], [0.898, 0.966, 2.667], [-0.447, 0.608, 3.221], [-0.870, 1.447, 3.766], [-0.366, -0.236, 3.908], [-1.130, 0.331, 2.420], [1.047, 2.808, 3.726], [3.263, 3.388, 2.832], [4.412, 1.833, 1.291], [3.323, -0.281, 0.646], [0.430, -1.565, 2.148], [1.704, -2.174, -2.020], [0.504, -2.410, -2.877], [-0.509, -3.317, -2.784], [-1.402, -3.022, -3.843], [-0.869, -1.957, -4.497], [0.284, -1.574, -3.921], [-1.196, -1.400, -5.353], [-2.312, -3.534, -4.079], [-0.599, -4.092, -2.051], [2.059, -3.127, -1.624], [2.492, -1.700, -2.612], [1.062, 0.138, -2.311], [1.912, 0.738, -0.880], [-1.287, -1.234, -1.085], [-3.418, -0.393, -0.224], [-3.823, 2.918, 1.451], [-4.475, 1.273, 1.402], [-4.610, 2.316, -0.009]],
  "nbo_charge": [-0.627, -0.021, -0.206, -0.232, 0.043, -0.218, -0.221, 0.210, 0.215, -0.272, -0.426, 0.315, -0.271, -0.641, 0.222, -0.265, -0.203, -0.229, -0.194, -0.050, -0.642, 0.222, 0.215, 0.236, 0.210, 0.214, 0.214, 0.222, 0.426, -0.269, 0.246, -0.291, -0.315, 0.086, -0.413, 0.203, 0.229, 0.250, 0.268, 0.215, 0.234, 0.218, 0.228, 0.211, 0.214, 0.217, 0.221],
  "homo_ev": -7.9,
  "lumo_energy_ev": 0.74,
  "energy_ev": -37997.2390,
  "relative_energy_kcal_mol": 29.0,
  "orbital_gap_ev": 8.66
}

=====

{
  "formula": "C21H14BrN4O7S2Tc",
  "method": "the ωB97M-V functional and the def2-TZVPD basis",
  "elements": ["Tc", "S", "C", "S", "C", "C", "N", "C", "N", "C", "C", "O", "N", "C", "C", "C", "C", "C", "C", "N", "H", "H", "H", "H", "H", "H", "H", "H", "H", "H", "O", "C", "O", "C", "O", "O", "Br", "C", "C", "C", "C", "C", "C", "C", "O", "O", "H", "H", "H", "H"],
  "xyz": [[-0.604, -0.454, -0.635], [0.090, -1.325, 3.310], [1.095, -2.009, 2.145], [0.723, -2.095, 0.405], [2.264, -2.681, 2.487], [3.068, -3.362, 1.535], [3.732, -3.949, 0.795], [2.716, -2.742, 3.829], [3.110, -2.830, 4.910], [-4.521, -2.386, -1.450], [-3.426, -1.970, -0.513], [-2.279, -1.790, -0.934], [-3.733, -1.825, 0.779], [-2.699, -1.481, 1.750], [-2.397, -0.003, 1.793], [-3.150, 0.816, 2.611], [-2.836, 2.161, 2.730], [-1.739, 2.630, 2.029], [-1.059, 1.768, 1.197], [-1.392, 0.477, 1.039], [-4.080, -2.925, -2.284], [-5.002, -1.491, -1.848], [-5.266, -3.006, -0.954], [-4.695, -1.857, 1.069], [-1.795, -2.030, 1.492], [-3.021, -1.805, 2.736], [-3.971, 0.389, 3.171], [-3.412, 2.811, 3.374], [-1.409, 3.655, 2.114], [-0.203, 2.111, 0.636], [-2.577, 1.111, -3.891], [-1.881, 0.570, -3.067], [-1.841, 0.743, -1.789], [-0.827, -0.583, -3.535], [-0.738, -0.845, -4.708], [-0.207, -1.083, -2.521], [6.720, 3.512, -0.117], [5.265, 2.695, -1.037], [5.316, 2.609, -2.419], [4.249, 2.034, -3.092], [3.156, 1.552, -2.389], [3.132, 1.631, -1.002], [4.195, 2.207, -0.315], [1.988, 1.051, -0.214], [2.090, 0.847, 0.978], [0.914, 0.851, -0.932], [6.178, 2.985, -2.953], [4.275, 1.958, -4.172], [2.320, 1.104, -2.909], [4.162, 2.250, 0.765]],
  "lowdin_spin": [2.408, 0.024, 0.028, 0.167, 0.018, 0.004, 0.007, 0.003, 0.008, 0.000, 0.005, 0.013, 0.003, 0.002, 0.019, -0.003, 0.019, -0.003, 0.021, 0.006, 0.000, 0.000, 0.000, 0.000, 0.002, 0.000, 0.000, 0.001, 0.000, 0.001, 0.017, 0.010, 0.045, 0.012, 0.016, 0.079, 0.000, 0.000, 0.000, 0.000, 0.001, -0.001, 0.000, 0.006, 0.019, 0.041, 0.000, 0.000, 0.000, 0.000],
  "homo_ev": [-4.8, -4.7],
  "multiplicity": 4,
  "total_charge": -1,
  "lumo_energy_ev": [1.56, 0.48],
  "s_squared": 3.777,
  "energy_ev": -136213.0542,
  "orbital_gap_ev": [6.35, 5.21]
}